# 1
Computed, not measured: one molecule with the formula C19H18FN3O2, with wB97M-V/def2-TZVPD.

## Properties
Spin multiplicity = 1
Energy relative to the best compared isomer or geometry (same formula, charge and spin) = 75.9 kcal/mol
Total charge = 0
Frontier orbital gap = 0.317 Eh

Element x y z (Å)
O: -0.3156 -2.8038 5.2576
C: 0.1192 -2.7311 3.9372
C: -0.5331 -3.7560 3.0600
C: -0.2932 -3.1538 1.6868
C: 0.4706 -1.8245 1.9694
C: 0.3602 -0.8763 0.7949
N: 0.2481 -1.3940 -0.3993
N: 0.1553 -0.3556 -1.2972
C: 0.2921 0.7525 -0.6180
C: 0.2808 2.1194 -1.0495
O: 0.0102 2.3434 -2.3931
C: 0.4193 3.5574 -2.9372
C: -0.5803 4.3090 -3.5702
C: -0.3469 5.5532 -4.1558
C: 0.9529 6.0556 -4.1050
C: 1.9707 5.3142 -3.4734
C: 1.7178 4.0645 -2.8591
F: 2.7550 3.4310 -2.2976
C: 0.5207 3.1350 -0.1008
C: 0.8237 2.7966 1.3133
C: 0.6966 1.4657 1.7143
N: 0.4344 0.5148 0.7312
C: 1.9258 -2.1706 2.4626
C: 1.6393 -2.8131 3.8036
C: -0.2180 -1.4146 3.2637
H: -0.0126 -3.6264 5.7041
H: -0.0277 -4.7362 3.1277
H: -1.5926 -3.8779 3.2757
H: 0.2916 -3.8545 1.0674
H: -1.2364 -2.9722 1.1678
H: -1.5821 3.8634 -3.6633
H: -1.1258 6.0510 -4.6760
H: 1.1728 6.9873 -4.6140
H: 2.9586 5.7211 -3.4927
H: 0.5348 4.1825 -0.4343
H: 1.0881 3.6088 1.9904
H: 0.8059 1.1831 2.7316
H: 2.4441 -1.2389 2.6472
H: 2.4633 -2.7822 1.7543
H: 2.1590 -2.2597 4.5961
H: 2.0263 -3.8074 3.8526
H: 0.1951 -0.5646 3.8079
H: -1.3135 -1.2418 3.1737


# 2
Computed, not measured: C12H23F3NO2P2Ti as an isolated structure, with wB97M-V/def2-TZVPD.

## Properties
Spin multiplicity = 2
Energy relative to the best compared isomer or geometry (same formula, charge and spin) = 78.5 kcal/mol
Total charge = +2
Frontier orbital gap (spin up / spin down) = 0.102 / 0.104 Eh

Element x y z (Å)
Ti: -0.2462 -1.3055 -0.9543
P: -2.2167 -0.2685 0.0061
C: -2.3891 0.9992 -1.3507
C: -1.0308 1.3096 -1.9641
N: 0.0748 0.6622 -1.5097
C: 1.3337 1.1136 -1.7167
C: 1.5240 2.0964 -2.6634
C: 0.4218 2.6376 -3.3124
C: -0.8746 2.2389 -2.9782
C: 2.4666 0.4798 -0.9546
P: 2.0467 -1.0688 -0.0503
H: -1.7650 2.6201 -3.4820
H: 2.5465 2.4131 -2.8909
H: 0.5565 3.3836 -4.0822
H: 3.3025 0.2916 -1.6498
H: 2.8414 1.2174 -0.2216
H: -3.0750 0.7159 -2.0734
H: -2.7797 1.9346 -0.8874
H: -0.3160 -3.5970 -3.6227
O: -0.7893 -3.6687 -2.8183
H: -1.5346 -4.2739 -3.0367
H: -0.0148 0.2523 3.7919
O: -0.0277 -0.1185 2.9138
H: -0.1959 -1.0687 3.0999
C: 3.2326 -2.2478 -0.8037
H: 4.0872 -1.7412 -1.2776
H: 3.5975 -2.9413 -0.0347
H: 2.6964 -2.8362 -1.5580
C: 2.7913 -0.7227 1.5887
H: 3.1721 -1.6633 2.0112
H: 3.6244 -0.0028 1.5192
H: 2.0186 -0.3260 2.2619
C: -2.4613 0.8401 1.4464
H: -3.5157 0.9833 1.7159
H: -1.9035 0.4237 2.2883
H: -2.0147 1.8156 1.2376
C: -3.8076 -1.2043 -0.1132
H: -3.9934 -1.6884 0.8628
H: -4.6880 -0.5906 -0.4010
H: -3.6672 -2.0080 -0.8587
F: -0.8717 0.9362 6.1403
C: 0.1815 1.0603 5.2735
F: 0.4531 2.3908 5.0978
F: 1.2092 0.5262 6.0110


# 3
Computed, not measured: a 10-piece molecular cluster, H20O10 overall, with wB97M-V/def2-TZVPD.

## Properties
Spin multiplicity = 1
Energy relative to the best compared isomer or geometry (same formula, charge and spin) = 169.5 kcal/mol
Total charge = 0
Frontier orbital gap = 0.308 Eh

Element x y z (Å)
O: -0.2783 0.5080 1.0611
H: -0.6204 -0.2118 0.5189
H: -1.0030 1.1427 1.0925
O: -2.4030 5.1458 2.5443
H: -3.3579 5.2670 2.4948
H: -2.2975 4.2712 2.9354
O: 2.5614 1.4995 -1.2511
H: 1.7694 1.0006 -1.4811
H: 2.8491 1.1114 -0.4170
O: 0.1273 -2.2562 -2.6572
H: -0.1617 -1.5264 -3.2165
H: -0.2027 -3.0418 -3.1076
O: -2.9374 -1.5097 2.5324
H: -2.4165 -1.4899 1.7217
H: -2.5229 -0.8447 3.0937
O: 0.5643 -3.3840 -0.5485
H: 0.2897 -3.5010 -1.4649
H: 0.6753 -2.4310 -0.4568
O: -3.3611 -0.1513 -0.2141
H: -3.4599 0.3672 -1.0206
H: -4.0789 0.1554 0.3513
O: 2.7913 -0.2520 1.5753
H: 2.2694 -0.6515 0.8704
H: 3.3677 0.3697 1.1169
O: 1.1314 1.7359 0.1449
H: 0.5797 1.8334 -0.6394
H: 1.4468 2.6292 0.3223
O: 2.8567 -2.3013 -2.0935
H: 2.2532 -1.8059 -1.5284
H: 3.5685 -1.6786 -2.2793


# 4
Computed, not measured: C2H2NaO3 as an isolated structure, with wB97M-V/def2-TZVPD.

## Properties
Spin multiplicity = 2
Total charge = 0
Frontier orbital gap (spin up / spin down) = 0.172 / 0.290 Eh

Element x y z (Å)
O: 3.5848 -0.0638 -0.8600
C: 2.5436 -0.6460 -0.6786
O: -1.8290 -0.2983 0.6034
C: -1.7614 0.8244 0.1041
O: 1.4273 -0.4967 0.0833
H: -2.2971 1.6601 0.5933
H: -1.5681 0.9478 -0.9778
Na: -0.1002 -1.9275 1.1324


Calculated max |F|, 3.113, 4.170, 5.792, 3.205 eV/A (same order as the records).